[1]
The following is a DFT calculation (ωB97M-V with the def2-TZVPD basis set) of a 2-piece molecular cluster, C5H12O overall at a distorted geometry.

## Properties
* structure (SMILES): C=CO.CCC
* lowest unoccupied orbital energy: 0.97 eV
* relative energy (zero: lowest compared OMol25 entry of this formula, charge and spin): 46.1 kcal per mole

Last column: natural (NBO) charge in e.
Geometry (Å):
C1 -2.9761 -0.3509 -0.7435  -0.560
C2 -2.3747 0.8360 -0.6626  0.167
O1 -3.1058 1.9598 -0.4251  -0.681
H1 -2.3897 -1.1218 -1.2268  0.207
H2 -3.8898 -0.6022 -0.2259  0.203
H3 -1.3230 0.9492 -0.8766  0.183
H4 -4.0444 1.7454 -0.4862  0.481
C3 2.3967 0.8426 0.8658  -0.613
C4 1.3953 -0.2859 0.7322  -0.396
C5 1.6536 -1.4526 -0.2089  -0.616
H5 2.9048 1.0684 -0.0677  0.212
H6 1.9810 1.6700 1.4363  0.216
H7 3.1822 0.5513 1.5828  0.196
H8 1.0422 -0.7260 1.6624  0.204
H9 0.5431 0.2299 0.2085  0.179
H10 0.7683 -1.9999 -0.5507  0.213
H11 2.3567 -2.1604 0.2298  0.202
H12 1.8798 -1.1530 -1.2438  0.203

Atoms 1-6, force components in eV/Å:
1.362 -0.347 0.114
-1.806 -0.555 -0.541
0.811 0.636 0.576
-0.108 -0.387 0.492
-0.404 0.184 -0.522
-0.066 0.590 -0.186



[2]
The following is a DFT calculation (ωB97M-V with the def2-TZVPD basis set) of a 2-piece molecular cluster, C5H12O overall at a distorted geometry.

## Properties
* lowest unoccupied orbital energy (spin up / spin down): 1.05 / 0.96 eV
* relative energy (zero: lowest compared OMol25 entry of this formula, charge and spin): 88.6 kcal per mole

Last column: natural (NBO) charge in e.
Geometry (Å):
C1 1.8039 1.0548 2.0174  -0.604
C2 1.0480 0.2256 0.9826  -0.615
C3 -0.7932 -0.6582 -1.4799  0.112
C4 -0.9029 -2.1230 -1.2482  -0.675
O1 -1.6528 0.1172 -0.9154  -0.357
C5 -1.6853 1.4274 -0.8689  -0.212
H1 2.2783 1.9257 1.5513  0.200
H2 1.1267 1.4249 2.7950  0.202
H3 2.5894 0.4715 2.5099  0.200
H4 0.5761 -0.6520 1.4401  0.200
H5 1.7202 -0.1376 0.1963  0.197
H6 0.0142 -0.1907 -2.0402  0.152
H7 -0.0378 -2.5137 -0.6919  0.216
H8 -0.9658 -2.6859 -2.1889  0.218
H9 -1.8029 -2.3352 -0.6635  0.229
H10 -2.5791 1.8380 -0.4270  0.175
H11 0.2540 0.8254 0.5190  0.209
H12 -0.9910 1.9859 -1.4878  0.154

Atoms 1-6, force components in eV/Å:
0.031 0.047 0.052
-0.024 -0.037 -0.023
0.746 -0.436 -0.531
-0.029 0.000 0.022
-0.804 -0.176 0.521
0.047 0.603 -0.146



[3]
The following is a DFT calculation (ωB97M-V with the def2-TZVPD basis set) of one molecule with the formula C5H12O at a distorted geometry.

## Properties
* structure (SMILES): CC(C)[C@@H](C)O
* lowest unoccupied orbital energy: 0.93 eV
* relative energy (zero: lowest compared OMol25 entry of this formula, charge and spin): 15.3 kcal per mole

Last column: natural (NBO) charge in e.
Geometry (Å):
C1 -1.4396 1.2854 -0.2998  -0.603
C2 -0.6100 0.1679 0.3346  -0.240
C3 -1.1645 -1.2049 -0.0499  -0.615
C4 0.8488 0.3186 -0.0370  0.102
C5 1.8126 -0.6718 0.6097  -0.636
O1 0.9706 0.2783 -1.4581  -0.717
H1 -1.0534 2.2742 -0.0220  0.204
H2 -1.4166 1.2093 -1.3923  0.220
H3 -2.4823 1.2254 0.0302  0.206
H4 -0.6356 0.2754 1.4258  0.196
H5 -0.6593 -2.0164 0.4852  0.207
H6 -2.2312 -1.2577 0.1937  0.210
H7 -1.0523 -1.3801 -1.1263  0.218
H8 1.1785 1.3899 0.3141  0.140
H9 2.8550 -0.4196 0.3712  0.208
H10 1.6298 -1.6892 0.2472  0.216
H11 1.6928 -0.6491 1.6977  0.212
H12 1.7568 0.8643 -1.3241  0.473

Atoms 1-6, force components in eV/Å:
-0.042 0.047 0.035
-0.155 -0.106 0.283
-0.033 -0.065 0.016
-0.231 1.003 1.382
-0.124 -0.090 0.034
1.923 1.409 0.877



[4]
The following is a DFT calculation (ωB97M-V with the def2-TZVPD basis set) of a 2-piece molecular cluster, C5H12O overall at a distorted geometry.

## Properties
* structure (SMILES): C=CC.CCO
* lowest unoccupied orbital energy: 1.07 eV
* relative energy (zero: lowest compared OMol25 entry of this formula, charge and spin): 74.3 kcal per mole

Last column: natural (NBO) charge in e.
Geometry (Å):
C1 -1.0836 -0.2965 -2.0400  -0.398
C2 -1.8292 -1.1638 -1.3183  -0.180
C3 -2.5933 -0.5782 -0.2585  -0.678
H1 -0.7863 -0.3172 -3.0308  0.191
H2 -0.5119 0.5081 -1.4509  0.187
H3 -2.2137 -2.2231 -1.5725  0.205
H4 -2.8908 0.4597 -0.2319  0.225
H5 -3.6316 -0.9628 -0.2297  0.226
H6 -2.4288 -0.9276 0.7502  0.221
C4 2.3187 0.0248 0.4745  -0.628
C5 1.9323 1.3369 1.1813  -0.066
O1 1.0155 0.9305 2.1537  -0.713
H7 3.4011 -0.0209 0.3551  0.209
H8 2.0357 -0.7911 1.0607  0.194
H9 1.8200 -0.0301 -0.4668  0.218
H10 1.4419 1.9496 0.4247  0.166
H11 2.6239 1.9850 1.7097  0.166
H12 1.3800 0.1165 2.4895  0.455

Atoms 1-6, force components in eV/Å:
0.922 0.054 2.827
-0.212 -0.356 -2.524
-2.994 -0.407 3.281
0.807 -0.959 -1.779
-1.786 -0.572 -0.876
0.975 1.884 -0.381



[5]
The following is a DFT calculation (ωB97M-V with the def2-TZVPD basis set) of a 2-piece molecular cluster, C5H12O overall.

## Properties
* structure (SMILES): C=CO.CCC
* lowest unoccupied orbital energy: 0.86 eV
* relative energy (zero: lowest compared OMol25 entry of this formula, charge and spin): 36.3 kcal per mole

Last column: natural (NBO) charge in e.
Geometry (Å):
C1 -1.4745 -2.1375 0.3214  -0.457
C2 -0.2244 -1.9431 0.6756  0.124
O1 0.8462 -2.6013 0.1148  -0.707
H1 -2.2802 -1.8207 0.9625  0.205
H2 -1.7401 -2.7370 -0.5228  0.198
H3 -0.0702 -1.2403 1.4929  0.157
H4 1.1991 -2.0374 -0.5880  0.481
C3 1.4947 2.2450 -0.3168  -0.602
C4 0.2031 1.4494 -0.5209  -0.394
C5 -1.0052 2.3536 -0.2097  -0.608
H5 1.5360 2.5455 0.7336  0.200
H6 2.3574 1.6078 -0.4812  0.204
H7 1.5610 3.1361 -0.9266  0.201
H8 0.1378 1.0094 -1.5131  0.193
H9 0.2089 0.6696 0.2349  0.192
H10 -1.9530 2.0207 -0.6360  0.209
H11 -0.8292 3.3270 -0.6703  0.200
H12 -1.0954 2.3682 0.8751  0.204

Atoms 1-6, force components in eV/Å:
-0.361 -0.509 0.053
-0.467 0.184 0.510
0.038 0.690 -0.364
-0.056 0.562 -0.103
-0.050 -0.467 -0.334
0.687 -0.333 0.138



[6]
The following is a DFT calculation (ωB97M-V with the def2-TZVPD basis set) of a 2-piece molecular cluster, C5H12O overall.

## Properties
* lowest unoccupied orbital energy (spin up / spin down): 0.82 / 0.82 eV
* relative energy (zero: lowest compared OMol25 entry of this formula, charge and spin): 108.9 kcal per mole

Last column: natural (NBO) charge in e.
Geometry (Å):
C1 -0.8786 1.9208 -1.3662  -0.602
C2 -0.1978 1.0781 -0.2840  -0.651
C3 0.8107 -0.9908 0.6086  0.244
C4 1.2890 -0.7322 1.9919  -0.687
O1 -0.3003 -1.6312 0.4391  -0.392
C5 -0.9000 -1.5367 -0.7905  -0.317
H1 -0.4522 1.7143 -2.3545  0.195
H2 -1.9491 1.6957 -1.4210  0.198
H3 -0.7694 2.9932 -1.1765  0.198
H4 -0.6329 1.2983 0.6978  0.195
H5 0.8572 1.3701 -0.2306  0.190
H6 1.5010 -0.9432 -0.2311  0.168
H7 1.6935 0.2851 2.0410  0.232
H8 2.0886 -1.4160 2.2997  0.226
H9 0.4591 -0.8127 2.6978  0.233
H10 -1.8656 -2.0332 -0.7809  0.185
H11 -0.6531 -0.0621 -0.6906  0.222
H12 -0.2422 -1.8103 -1.6204  0.163

Atoms 1-6, force components in eV/Å:
-0.076 0.068 -0.080
-0.073 -0.009 -0.006
0.083 -0.110 0.066
-0.132 -0.027 -0.043
0.109 0.163 0.181
-0.157 -0.346 -0.214



[7]
The following is a DFT calculation (ωB97M-V with the def2-TZVPD basis set) of a 2-piece molecular cluster, C5H12O2 overall.

## Properties
* lowest unoccupied orbital energy: 0.72 eV
* relative energy (zero: lowest compared OMol25 entry of this formula, charge and spin): 138.0 kcal per mole

Last column: natural (NBO) charge in e.
Geometry (Å):
C1 -1.0507 -2.3753 0.2574  -0.878
C2 -2.2900 -0.5706 0.8890  0.038
O1 -1.5601 0.3298 0.3058  -0.406
C3 -0.2180 0.2642 0.6079  -0.115
C4 0.5536 1.2564 -0.2329  -0.100
O2 1.8934 0.8359 -0.3368  -0.530
C5 2.6313 1.6737 -1.1872  -0.247
H1 -0.2186 -3.0016 0.6083  0.223
H2 -1.0967 -2.4349 -0.8344  0.217
H3 -1.9564 -2.8429 0.6530  0.208
H4 -2.0696 -0.8301 1.9215  0.165
H5 -3.3012 -0.6618 0.5073  0.187
H6 -0.0394 0.3413 1.6876  0.164
H7 -0.4092 -1.2573 0.4495  0.234
H8 0.0806 1.3077 -1.2278  0.168
H9 0.5287 2.2818 0.1882  0.155
H10 2.6513 2.7158 -0.8270  0.162
H11 2.2161 1.6752 -2.2083  0.163
H12 3.6549 1.2926 -1.2212  0.193

Atoms 1-6, force components in eV/Å:
-0.086 -0.139 -0.056
-0.071 0.009 0.088
-0.134 -0.082 0.035
0.151 0.049 0.030
-0.285 0.035 0.027
-0.022 -0.112 0.035



[8]
The following is a DFT calculation (ωB97M-V with the def2-TZVPD basis set) of a 2-piece molecular cluster, C5H12O2 overall at a distorted geometry.

## Properties
* structure (SMILES): CC(C)=O.COC
* lowest unoccupied orbital energy: 0.79 eV
* relative energy (zero: lowest compared OMol25 entry of this formula, charge and spin): 91.2 kcal per mole

Last column: natural (NBO) charge in e.
Geometry (Å):
C1 0.3508 -0.9954 1.5155  -0.732
C2 -0.4580 -0.9734 0.2494  0.612
C3 -1.9455 -0.8209 0.3753  -0.720
O1 0.0345 -1.3365 -0.8444  -0.578
H1 -0.1269 -0.4243 2.3088  0.215
H2 1.3424 -0.5892 1.3299  0.264
H3 0.4512 -2.0332 1.8474  0.243
H4 -2.3364 -1.6973 0.8981  0.244
H5 -2.2091 0.0530 0.9705  0.221
H6 -2.4171 -0.7748 -0.6059  0.237
C4 1.8562 0.4948 -1.3786  -0.309
O2 1.4194 1.2428 -0.3570  -0.576
C5 -0.2233 1.7180 -0.3407  -0.291
H7 1.9411 1.0265 -2.3351  0.147
H8 1.0545 -0.4883 -1.4116  0.249
H9 2.7325 -0.1014 -1.1062  0.182
H10 0.0200 2.7108 -0.7030  0.208
H11 -0.8695 1.2470 -1.0812  0.196
H12 -0.6167 1.7417 0.6687  0.190

Atoms 1-6, force components in eV/Å:
0.166 0.221 -0.073
0.565 -1.892 -1.639
-0.081 0.301 -0.149
-2.030 -0.263 2.688
-0.037 0.003 0.051
0.004 -0.040 -0.030



[9]
The following is a DFT calculation (ωB97M-V with the def2-TZVPD basis set) of one molecule with the formula C5H12O2.

## Properties
* structure (SMILES): CC[C@@H](O)[C@@H](C)O
* lowest unoccupied orbital energy: 0.80 eV
* relative energy (zero: lowest compared OMol25 entry of this formula, charge and spin): 15.3 kcal per mole

Last column: natural (NBO) charge in e.
Geometry (Å):
C1 -0.6893 2.6079 0.1451  -0.609
C2 -0.5384 1.1946 0.6934  -0.414
C3 0.0468 0.2237 -0.3331  0.087
O1 1.2428 0.6990 -0.9072  -0.726
C4 0.2493 -1.1894 0.2854  0.081
C5 -0.1991 -2.2966 -0.6549  -0.638
O2 1.6315 -1.2947 0.6249  -0.741
H1 0.2876 3.0042 -0.1443  0.222
H2 -1.3327 2.6189 -0.7438  0.200
H3 -1.1334 3.2758 0.8905  0.206
H4 0.0984 1.1957 1.5888  0.200
H5 -1.5188 0.8022 1.0024  0.195
H6 -0.6721 0.1330 -1.1600  0.161
H7 1.9545 0.2384 -0.4349  0.489
H8 -0.3419 -1.2545 1.2109  0.162
H9 0.3091 -2.2186 -1.6214  0.219
H10 -0.0026 -3.2892 -0.2308  0.203
H11 -1.2792 -2.2263 -0.8258  0.221
H12 1.8876 -2.2241 0.6147  0.481

Atoms 1-6, force components in eV/Å:
0.007 0.052 -0.024
0.025 -0.022 0.047
-0.358 -0.109 0.077
0.154 -0.056 0.091
-0.300 0.024 -0.083
0.043 -0.064 -0.074



[10]
The following is a DFT calculation (ωB97M-V with the def2-TZVPD basis set) of one molecule with the formula C5H12O2.

## Properties
* structure (SMILES): CCOCCOC
* lowest unoccupied orbital energy: 1.11 eV
* relative energy (zero: lowest compared OMol25 entry of this formula, charge and spin): 38.2 kcal per mole

Last column: natural (NBO) charge in e.
Geometry (Å):
C1 -0.9787 2.6766 0.2759  -0.642
C2 -0.4070 2.1976 -1.0545  -0.056
O1 -0.3363 0.7897 -1.1606  -0.542
C3 0.6372 0.1653 -0.3559  -0.075
C4 0.2175 -1.2901 -0.2394  -0.072
O2 0.9887 -1.9138 0.7557  -0.537
C5 0.5688 -3.2265 1.0280  -0.244
H1 -0.3261 2.4231 1.1190  0.205
H2 -1.9553 2.2215 0.4629  0.212
H3 -1.1071 3.7632 0.2635  0.215
H4 0.5870 2.6431 -1.2234  0.160
H5 -1.0630 2.5068 -1.8776  0.187
H6 1.6390 0.2680 -0.7987  0.167
H7 0.6715 0.6018 0.6512  0.169
H8 -0.8509 -1.2865 0.0243  0.167
H9 0.3191 -1.7935 -1.2154  0.165
H10 0.7283 -3.8926 0.1662  0.165
H11 -0.4966 -3.2699 1.3074  0.164
H12 1.1639 -3.5837 1.8715  0.193

Atoms 1-6, force components in eV/Å:
0.004 -0.069 0.091
0.007 0.191 -0.028
-0.134 -0.045 -0.084
0.120 -0.007 0.183
-0.170 0.216 -0.188
0.027 0.098 -0.007